(1)
This record from the Open Molecules 2025 dataset describes C44H42I2KN3O5P2S2 as an isolated structure. The level of theory is ωB97M-V/def2-TZVPD.

Values from the calculation:
Strongest force on any atom: 0.079 Eh/bohr
Spin multiplicity: 1
ΔE to the lowest compared entry with this formula, charge and spin: 123.08 kJ/mol
Lowest unoccupied orbital energy: 3.7 eV
HOMO energy: -0.4788 eV
Total charge: -2
Electronic energy: -4916.750891 Eh

```
101
Properties=species:S:1:pos:R:3:forces:R:3:lowdin_charge:R:1
K -0.312371 -2.238598 -0.275718 2.774 -1.410 -2.624 0.548
C 3.238670 -2.191733 2.334353 -0.006 -0.109 -0.032 -0.059
C 2.762616 -1.126853 3.266159 0.025 0.012 0.041 -0.267
C 3.119649 -1.147186 4.606219 0.106 0.027 0.060 -0.056
C 2.689338 -0.158690 5.475333 0.020 -0.060 0.100 -0.106
C 1.897545 0.867679 4.994598 -0.028 0.134 0.169 -0.097
C 1.525910 0.890525 3.661294 0.113 0.028 -0.070 -0.093
C 1.935987 -0.106482 2.784616 -0.110 -0.100 0.156 -0.294
P 1.437778 -0.193929 1.024062 0.840 1.289 -0.250 1.115
C -0.061118 0.842639 0.984110 -0.264 -0.637 0.446 -0.311
C -1.001785 0.873594 1.926490 0.129 -0.283 -0.179 -0.085
C -2.294483 1.616124 1.673111 0.085 -0.140 0.104 -0.179
C -2.456853 3.864950 0.534813 -0.130 0.377 -0.063 -0.061
C -1.536557 3.841220 -0.413336 -0.108 0.236 0.061 -0.058
C -0.236054 3.110541 -0.181388 0.145 0.549 -0.154 -0.364
C 0.816766 3.614620 -1.168141 0.051 -0.023 -0.006 -0.009
C 2.663593 0.926850 0.259128 -0.116 -0.198 0.226 -0.326
C 3.463231 1.775181 1.000303 0.098 0.252 -0.045 -0.144
C 4.445682 2.563249 0.414393 0.225 0.365 0.531 -0.168
C 4.636977 2.477990 -0.966551 -0.016 0.010 -0.133 -0.161
C 3.881668 1.634875 -1.727989 0.230 0.191 -0.111 -0.104
C 2.861931 0.799106 -1.167575 0.000 -0.145 0.108 -0.390
C 2.129102 -0.031444 -1.969653 -0.497 -0.419 -0.277 -0.076
H 3.916575 -2.884618 2.832371 0.066 -0.038 0.036 0.073
H 3.739818 -1.750121 1.471477 0.047 -0.095 -0.062 0.086
H 2.371149 -2.739233 1.971236 0.010 -0.128 -0.164 0.045
H 3.745102 -1.953897 4.971409 0.015 -0.031 0.005 0.099
H 2.969465 -0.194799 6.521563 0.002 0.008 0.019 0.088
H 1.560684 1.652763 5.660490 -0.005 0.046 0.024 0.090
H 0.924315 1.707127 3.292470 -0.068 0.009 -0.021 0.081
H -0.907108 0.333507 2.852903 0.086 0.011 0.185 0.112
H -3.051260 1.274608 2.386116 0.047 0.009 -0.104 0.141
H -3.410305 4.363902 0.418979 -0.048 0.074 -0.091 0.105
H -1.653704 4.373144 -1.345265 -0.125 -0.005 -0.169 0.105
H 0.938903 4.696038 -1.063233 -0.009 0.045 0.015 0.091
H 0.525994 3.397641 -2.195902 0.027 -0.037 0.005 0.073
H 1.776047 3.138251 -0.978649 0.093 -0.014 0.010 0.069
H 3.320205 1.835841 2.074181 0.027 0.008 -0.031 0.087
H 5.056156 3.223449 1.019877 0.003 -0.011 0.015 0.063
H 5.400089 3.087542 -1.439828 0.040 0.019 -0.045 0.081
H 4.059838 1.573848 -2.793498 -0.014 -0.036 -0.144 0.090
H 1.397520 -0.726089 -1.570842 0.135 0.062 -0.116 -0.026
H 2.318354 -0.073198 -3.029297 0.057 -0.070 -0.204 0.027
O -2.416205 -1.786187 -0.078056 -3.014 0.803 -0.087 -0.385
N -3.157727 -1.109604 -0.894423 -1.337 -1.075 0.760 -0.405
C -4.410357 -1.322869 -1.139789 0.901 -0.410 1.073 -0.090
C -4.918695 -0.453665 -2.136892 -0.208 1.233 -1.150 -0.227
C -6.247340 -0.436394 -2.568698 0.430 -0.196 0.470 -0.040
C -6.632552 0.431127 -3.563295 0.102 0.320 -0.413 -0.097
C -5.690727 1.264712 -4.160397 -0.259 -0.187 0.076 -0.084
C -4.362534 1.234395 -3.762889 0.121 0.083 -0.068 -0.061
C -3.949051 0.405067 -2.732679 -0.719 -0.693 0.150 -0.239
P -2.252555 0.035286 -2.144189 0.507 2.831 -0.321 0.705
C -1.793191 1.077522 -0.665266 -0.634 -0.676 -0.079 -0.226
C -0.393347 1.536681 -0.330868 0.138 -0.305 -0.140 -0.176
C 0.189254 3.476658 1.226485 -0.058 0.303 0.175 -0.034
C -0.722466 3.538900 2.181836 0.079 0.345 0.146 -0.069
C -2.141250 3.178689 1.836767 -0.037 0.256 0.004 -0.214
C -2.718152 1.225668 0.286617 -0.013 -0.226 -0.367 -0.045
C -1.293349 1.125386 -3.386452 -0.444 -0.133 0.133 -0.330
C -1.632746 2.474244 -3.387771 0.033 -0.123 0.186 -0.164
C -1.112139 3.352270 -4.317541 -0.068 0.239 -0.064 -0.107
C -0.223031 2.892270 -5.273611 0.055 0.096 -0.054 -0.100
C 0.149756 1.561404 -5.269153 0.074 0.008 -0.103 -0.081
C -0.377415 0.686810 -4.333493 0.073 -0.202 0.040 -0.133
H -2.526162 -1.785284 1.570523 -0.304 0.170 -0.355 0.020
H -4.980182 -2.089404 -0.635816 0.048 -0.146 0.093 0.146
H -6.959062 -1.114054 -2.115832 -0.044 -0.042 0.029 0.108
H -7.656945 0.441714 -3.908697 -0.080 0.020 0.004 0.095
H -5.988416 1.918314 -4.967056 -0.019 0.081 -0.061 0.095
H -3.654259 1.858206 -4.288292 -0.003 -0.055 0.031 0.094
H 0.312093 1.222604 -1.108832 -0.068 0.068 0.061 0.097
H 1.233530 3.695416 1.392801 0.197 -0.075 0.071 0.120
H -0.500020 3.807986 3.204056 0.207 -0.029 0.125 0.106
H -2.828229 3.521236 2.615911 0.075 -0.079 -0.044 0.128
H -3.759032 0.961595 0.139469 0.041 -0.107 -0.053 0.122
H -2.327369 2.819696 -2.633538 -0.055 0.134 -0.021 0.095
H -1.397539 4.396062 -4.298916 -0.018 0.083 0.021 0.100
H 0.185964 3.572519 -6.008462 0.032 0.041 -0.046 0.093
H 0.849214 1.191571 -6.005412 0.091 -0.023 -0.021 0.101
H -0.061182 -0.346586 -4.365223 -0.022 0.043 0.059 0.036
C 4.292630 -6.040729 0.874273 0.307 0.008 -0.189 -0.066
N 3.073233 -5.879395 1.605997 -0.694 0.211 0.203 -0.147
C 2.835212 -6.229058 2.916162 -0.121 -0.137 0.394 -0.085
C 1.566605 -5.864248 3.207491 0.265 -0.187 0.292 -0.081
N 1.020970 -5.299380 2.086745 0.564 -0.032 -0.098 0.089
C 1.948086 -5.283121 1.101657 0.063 -0.263 -0.029 -0.824
S 1.810969 -4.722573 -0.447167 -0.296 0.407 -0.921 0.627
H 4.675493 -7.058687 0.973488 -0.061 0.015 0.055 0.084
H 5.050697 -5.331959 1.219430 -0.030 -0.025 -0.048 0.091
H 4.060151 -5.834885 -0.172289 0.114 -0.012 0.098 0.033
H 3.586749 -6.712529 3.508332 0.046 -0.033 0.156 0.103
H 1.012593 -5.948914 4.119343 -0.079 0.005 0.163 0.113
H 0.081650 -4.850047 2.033815 0.099 -0.121 -0.154 0.076
I -1.901786 -2.091330 -3.287861 0.553 -0.881 -0.718 0.644
I -1.926356 -4.497291 -5.097496 -0.036 -0.487 -0.345 -0.427
O -1.348316 -4.061759 2.050732 -0.524 -0.122 -0.251 -0.340
S -1.067125 -2.765153 2.675762 0.374 -0.066 0.834 0.363
O -0.804700 -2.860208 4.084500 -0.192 0.146 0.271 -0.298
O -0.021724 -2.089218 1.908253 -0.455 -0.161 2.441 -0.572
O -2.386674 -1.879412 2.540717 0.353 -0.410 0.366 -0.174
```
Forces are in eV/Å.



(2)
This record from the Open Molecules 2025 dataset describes a 7-piece molecular cluster, C44H42N6O17 overall. The level of theory is ωB97M-V/def2-TZVPD.

Values from the calculation:
Strongest force on any atom: 0.075 Eh/bohr
SMILES: O=[N+]([O-])c1ccccc1.O=[N+]([O-])c1ccccc1.O=[N+]([O-])c1ccccc1.O=[N+]([O-])c1ccccc1.O=[N+]([O-])c1ccccc1.O=[N+]([O-])c1ccccc1.C#COC(=O)OCOCCOCC
Spin multiplicity: 1
Lowest unoccupied orbital energy: -0.8 eV
HOMO energy: -9.5745 eV
Electronic energy: -3308.756406 Eh

```
109
Properties=species:S:1:pos:R:3:forces:R:3:lowdin_charge:R:1
O 3.756070 -1.021371 0.259892 -0.340 -0.163 0.214 0.023
N 2.933359 -1.792594 0.736284 -0.241 0.152 -0.084 -0.321
O 1.727554 -1.678902 0.605522 0.465 0.031 0.000 0.083
C 3.434075 -2.925004 1.519914 0.257 -0.558 0.386 -0.136
C 4.804296 -3.065965 1.722739 0.147 0.109 -0.083 -0.002
C 5.272825 -4.126447 2.485581 -0.154 -0.011 0.004 -0.060
C 4.376950 -5.037965 3.035153 -0.054 0.030 -0.023 -0.062
C 3.010802 -4.896025 2.819535 0.225 0.007 -0.113 -0.076
C 2.533475 -3.836028 2.059790 -0.180 0.007 -0.051 0.003
H 5.511947 -2.361965 1.300252 -0.177 0.045 0.059 0.103
H 6.337325 -4.242130 2.655556 -0.091 0.068 -0.053 0.111
H 4.746048 -5.862966 3.635908 -0.035 0.064 -0.065 0.110
H 2.317663 -5.610561 3.247907 0.015 0.125 -0.054 0.096
H 1.466631 -3.733790 1.901475 0.152 0.153 -0.034 0.125
O -5.075556 -0.728633 1.795576 0.185 -0.071 -0.411 0.074
N -4.479798 -0.732238 0.730875 -0.169 -0.165 0.185 -0.342
O -4.428482 -1.689570 -0.028485 -0.058 0.253 0.212 0.049
C -3.776601 0.489973 0.336346 0.286 0.520 -0.143 -0.148
C -3.779965 1.589083 1.188743 -0.066 0.054 0.147 0.000
C -3.092354 2.738260 0.819690 0.104 -0.169 -0.154 -0.060
C -2.414521 2.784060 -0.392692 0.243 -0.183 0.269 -0.094
C -2.424329 1.684055 -1.243883 0.056 -0.021 0.233 -0.073
C -3.105613 0.531374 -0.881483 0.075 -0.080 -0.172 0.006
H -4.305504 1.564599 2.135813 0.010 -0.190 -0.142 0.118
H -3.082623 3.598744 1.479164 -0.041 -0.101 -0.041 0.111
H -1.874404 3.680765 -0.675988 -0.087 -0.084 0.024 0.106
H -1.895797 1.726414 -2.190088 -0.048 -0.096 0.070 0.098
H -3.103621 -0.320074 -1.551770 -0.088 -0.004 0.205 0.119
O -9.087723 0.557522 -3.140257 -0.271 -0.269 0.133 0.059
N -9.918178 -0.225227 -2.703837 -0.159 0.317 -0.229 -0.350
O -11.121369 -0.121382 -2.875587 0.435 -0.040 0.047 0.074
C -9.435667 -1.364402 -1.916402 0.235 -0.509 0.381 -0.148
C -8.074188 -1.497059 -1.667673 0.131 0.077 -0.022 0.003
C -7.622092 -2.563677 -0.901841 -0.106 -0.077 -0.005 -0.056
C -8.526948 -3.489496 -0.395096 -0.057 0.014 -0.022 -0.065
C -9.886587 -3.356058 -0.656621 0.191 0.122 -0.054 -0.068
C -10.346686 -2.290026 -1.419596 -0.198 -0.041 0.014 -0.006
H -7.359362 -0.782083 -2.057128 -0.218 0.018 -0.023 0.117
H -6.562844 -2.671728 -0.697186 -0.096 0.075 -0.015 0.089
H -8.171159 -4.318603 0.207598 -0.022 0.083 -0.061 0.109
H -10.588323 -4.082036 -0.261795 0.025 0.095 -0.061 0.107
H -11.408189 -2.194374 -1.614282 0.160 0.164 -0.076 0.118
O 8.452537 0.610496 3.250361 -0.233 0.028 -0.385 0.075
N 7.842814 0.722049 2.199520 0.122 -0.365 0.147 -0.346
O 7.580599 -0.207269 1.450905 0.047 0.285 0.263 0.059
C 7.397822 2.063092 1.806434 -0.189 0.638 -0.188 -0.144
C 7.707790 3.152981 2.613330 0.093 0.052 0.155 -0.005
C 7.303791 4.424271 2.224591 -0.072 -0.150 -0.152 -0.068
C 6.592872 4.597931 1.041574 0.018 -0.015 0.035 -0.066
C 6.278926 3.501757 0.246466 0.048 0.059 0.108 -0.054
C 6.681825 2.228206 0.626790 -0.081 -0.146 -0.164 0.005
H 8.260708 3.029705 3.536780 -0.044 -0.181 -0.145 0.118
H 7.545472 5.281604 2.842666 -0.003 -0.114 -0.024 0.107
H 6.283143 5.592458 0.737800 0.019 -0.099 0.028 0.109
H 5.721838 3.640146 -0.673715 0.047 -0.082 0.066 0.106
H 6.433173 1.382041 -0.003808 0.113 -0.008 0.154 0.112
O 1.302958 -5.695581 5.529426 0.103 0.373 0.098 0.065
N 1.577672 -4.543589 5.831227 -0.190 0.009 -0.338 -0.335
O 1.437429 -3.584423 5.091362 -0.011 -0.347 0.303 0.078
C 2.117530 -4.298981 7.171752 0.291 0.096 0.633 -0.143
C 2.327270 -5.371239 8.032052 -0.008 -0.183 -0.004 -0.002
C 2.861290 -5.137740 9.292693 -0.010 0.189 -0.084 -0.066
C 3.176688 -3.841959 9.686045 0.001 0.005 0.006 -0.071
C 2.954410 -2.774054 8.823791 -0.024 -0.217 -0.004 -0.064
C 2.423298 -2.999573 7.560416 0.003 0.184 -0.080 0.000
H 2.085362 -6.385009 7.736314 -0.030 0.184 -0.147 0.119
H 3.035015 -5.966992 9.969035 -0.040 0.052 -0.097 0.109
H 3.598918 -3.663497 10.669487 -0.048 -0.016 -0.091 0.108
H 3.199218 -1.765294 9.136107 -0.041 -0.080 -0.074 0.110
H 2.257311 -2.160152 6.895738 -0.043 -0.226 -0.067 0.120
O -4.087280 3.803052 -2.089215 -0.222 0.591 -0.578 0.063
N -3.814864 4.543482 -3.020393 0.093 0.025 0.245 -0.320
O -2.951713 5.407637 -2.986207 -0.235 -0.318 0.025 0.074
C -4.578638 4.386418 -4.261389 -0.362 -0.097 -0.602 -0.141
C -5.593918 3.437647 -4.324271 -0.059 -0.118 0.131 0.004
C -6.332025 3.307225 -5.493332 0.113 0.126 -0.070 -0.059
C -6.050656 4.117179 -6.587931 0.016 0.007 0.008 -0.070
C -5.027092 5.056452 -6.520670 -0.090 -0.148 0.134 -0.067
C -4.286210 5.194967 -5.354095 0.121 0.155 -0.055 -0.004
H -5.822208 2.801143 -3.477594 0.146 0.164 0.008 0.120
H -7.129976 2.575447 -5.550771 0.084 0.056 0.073 0.111
H -6.632781 4.016736 -7.498062 0.059 0.003 0.086 0.108
H -4.809776 5.683546 -7.377837 0.018 -0.039 0.107 0.108
H -3.493320 5.932181 -5.311984 -0.060 -0.134 0.187 0.119
C 5.361902 -1.211975 -2.109587 0.500 0.540 -1.249 0.133
C 5.300416 -0.688039 -3.218242 -1.660 -0.091 0.804 -0.124
O 4.800567 0.083104 -4.292514 1.397 0.151 3.582 0.062
C 4.675215 1.437749 -3.849900 0.076 2.007 -0.863 -0.464
O 4.585032 2.318146 -4.668433 0.052 -1.902 1.056 0.173
O 4.705281 1.721020 -2.481001 -1.103 -1.234 -1.648 -0.001
C 3.381931 1.599660 -1.891544 -0.077 0.045 2.072 -0.173
O 2.722074 2.866989 -1.938979 -0.383 -1.399 -0.682 -0.107
C 1.321452 2.733475 -2.234005 -1.336 0.801 -0.447 -0.153
C 0.990441 2.213538 -3.707889 -0.086 1.051 0.264 -0.158
O 0.034596 1.139917 -3.646283 1.662 -0.305 -0.545 -0.195
C 0.609897 -0.149362 -3.912309 -0.412 -2.104 -0.318 -0.248
C 0.692863 -1.103862 -2.625767 0.190 0.548 0.259 -0.080
H 5.536048 -1.624824 -1.087463 -0.167 0.527 -1.748 0.054
H 2.781515 0.738571 -2.315069 0.684 1.040 0.102 0.137
H 3.564408 1.375890 -0.785693 -0.029 0.086 -1.581 0.148
H 0.749692 2.083555 -1.490945 0.937 0.594 -0.815 0.129
H 0.870568 3.779044 -2.147574 0.850 -1.313 0.091 0.135
H 0.497956 3.044110 -4.320843 0.669 -1.020 0.937 0.137
H 1.957353 1.969060 -4.240382 -1.094 -0.061 0.499 0.116
H -0.070392 -0.651584 -4.683399 0.911 0.687 0.974 0.125
H 1.641036 -0.134169 -4.376410 -1.076 0.563 0.424 0.110
H 0.620815 -0.427411 -1.716731 -0.025 -0.996 -0.912 0.065
H 1.693150 -1.651121 -2.545559 -1.305 0.744 -0.279 0.075
H -0.131578 -1.882450 -2.592491 0.929 1.087 -0.021 0.078
```
Forces are in eV/Å.



The highest strongest force on any atom belongs to which entry? C44H42I2KN3O5P2S2



electronic energy of number 1 (C44H42I2KN3O5P2S2)? -4916.750891 Eh



spin multiplicity of number 2 (C44H42N6O17)? 1



Among the records above, which one has the lowest HOMO energy? C44H42N6O17